8
Properties=species:S:1:pos:R:3 method="wB97M-V/def2-TZVPD" e_tot_ev=-6126.9964 multiplicity=1 fmax_ev_per_a=4.91 de_lowest_kj_mol=338.8
O -1.156 -1.075 0.089
N 0.862 1.572 -0.306
N 0.147 -0.703 0.064
C 0.090 0.748 0.277
H 0.445 -0.924 -0.841
H 1.447 1.096 -0.943
H -0.757 1.073 0.850
H -1.078 -1.786 0.810

48
Properties=species:S:1:pos:R:3 method="wB97M-V/def2-TZVPD" e_tot_ev=-95732.1173 multiplicity=1 charge=+4 fmax_ev_per_a=2.46 de_lowest_kj_mol=91.7
V 0.394 -0.215 -0.099
S 0.840 -0.507 -2.425
S -2.102 -2.199 -1.068
S 0.577 -2.107 3.212
F 1.481 0.274 3.526
F 0.025 -0.369 5.014
F 2.068 -1.096 5.111
O 2.073 -2.296 2.460
O -0.939 -1.202 -0.440
O 0.337 -3.319 3.871
O -0.309 -1.576 2.209
N 1.552 1.475 -0.620
N 2.744 0.683 -3.837
N -0.344 1.293 0.983
N 2.411 1.472 -1.698
N 1.701 -1.053 0.549
C -1.076 3.258 2.785
C 1.561 2.474 0.199
C -1.482 1.176 1.700
C 2.112 0.632 -2.700
C 1.097 -0.705 4.352
C -1.881 2.152 2.598
C 2.474 -1.807 1.311
C -1.204 -3.239 -2.201
C 3.860 -2.147 0.963
C 0.441 2.401 1.154
C 2.510 3.614 0.150
C -2.436 -3.314 0.269
C 0.112 3.382 2.044
H -2.082 0.294 1.542
H -1.046 -2.693 -3.129
H 3.025 2.266 -1.835
H 2.114 4.409 -0.496
H -1.360 4.035 3.486
H 3.496 3.328 -0.213
H 0.735 4.258 2.161
H -2.911 -2.763 1.080
H 2.520 0.040 -4.587
H -1.861 -4.094 -2.397
H 4.097 -1.886 -0.063
H 4.527 -1.610 1.653
H 4.030 -3.210 1.156
H -1.530 -3.828 0.583
H -3.163 -4.018 -0.156
H 3.478 1.355 -4.039
H -0.278 -3.570 -1.735
H 2.644 4.051 1.138
H -2.814 2.035 3.134

14
Properties=species:S:1:pos:R:3 method="wB97M-V/def2-TZVPD" e_tot_ev=-10856.7528 multiplicity=1 fmax_ev_per_a=1.18 de_lowest_kj_mol=155.8
O -2.484 0.094 2.216
O -0.584 -1.436 0.762
O 1.323 2.510 -0.652
N 0.713 -1.016 -1.060
C 0.371 0.411 -1.160
C 0.107 -1.829 -0.152
C 1.442 1.317 -0.620
H 0.967 -1.471 -1.921
H -2.894 0.580 1.480
H 2.366 0.880 -0.200
H 0.133 0.670 -2.187
H 0.338 -2.889 -0.272
H -1.856 -0.491 1.760
H -0.558 0.558 -0.620

21
Properties=species:S:1:pos:R:3 method="wB97M-V/def2-TZVPD" e_tot_ev=-12554.5559 multiplicity=1 fmax_ev_per_a=9.45 de_lowest_kj_mol=510.7
O -1.673 1.001 -0.171
O -1.131 -1.309 -2.778
O -1.649 -1.360 -0.361
C 1.485 0.054 -0.426
C 0.723 0.708 0.868
C -2.092 -0.234 0.507
C -0.556 1.670 0.513
C 2.560 -1.065 0.198
C -1.971 -0.955 -1.769
H 0.787 -0.448 -1.220
H 3.360 -0.528 0.898
H 1.521 1.396 1.429
H 3.112 -1.654 -0.662
H -1.752 -0.333 1.623
H 2.108 0.912 -0.971
H -3.283 -0.304 0.524
H -0.904 2.266 1.485
H -0.158 2.504 -0.235
H -2.941 -0.336 -2.020
H 0.450 -0.138 1.657
H 2.006 -1.846 0.910

11
Properties=species:S:1:pos:R:3 method="wB97M-V/def2-TZVPD" e_tot_ev=-7661.2380 multiplicity=1 fmax_ev_per_a=1.12 de_lowest_kj_mol=117.5
N -0.702 0.529 -0.893
N -0.750 -0.571 -1.613
N -0.327 -1.669 -1.038
C 0.579 1.179 1.061
C -0.129 0.117 0.263
C 0.005 -1.289 0.190
H 0.141 -2.079 0.922
H 0.831 0.971 2.107
H -0.011 2.096 0.988
H 1.531 1.364 0.538
H -1.169 -0.647 -2.526

69
Properties=species:S:1:pos:R:3 method="wB97M-V/def2-TZVPD" e_tot_ev=-124993.6346 multiplicity=1 charge=+3 fmax_ev_per_a=2.59 de_lowest_kj_mol=31.5
Bi 0.459 0.289 -0.727
Se -0.328 -4.130 1.743
P -0.638 1.279 2.350
P 2.787 -0.075 0.641
P -2.210 0.494 -1.234
O 0.729 2.639 -1.705
O 0.586 3.244 0.450
N 0.386 5.698 0.110
C 0.712 3.503 -0.781
C 3.615 1.543 0.790
C -2.438 -0.496 -2.746
C 3.893 -1.152 -0.312
C 2.524 -0.814 2.275
C -1.985 2.542 2.310
C 1.189 -1.236 -2.899
C -0.642 -6.518 -2.244
C 0.549 2.207 3.421
C 0.793 4.975 -1.130
C -1.474 -6.870 -1.173
C -3.321 -0.126 0.065
C -2.622 2.219 -1.645
C -1.335 0.162 3.652
C -1.524 -6.068 -0.034
C 0.023 -4.504 -1.078
C 1.496 0.144 -2.689
C -0.669 -4.950 0.056
C 0.078 -5.316 -2.212
H 1.040 6.450 0.327
H 1.148 2.880 2.793
H 3.886 1.903 -0.213
H -2.867 2.774 -0.731
H -3.565 0.651 0.801
H 2.492 0.566 -2.603
H -3.502 -0.660 -2.968
H -1.704 -3.597 1.788
H -0.582 -0.600 3.908
H -2.972 2.065 2.401
H -3.472 2.280 -2.341
H 1.836 -2.076 -2.633
H 2.052 -1.801 2.168
H 4.855 -1.298 0.200
H 3.472 -0.939 2.813
H -0.028 2.804 4.145
H -2.068 -7.787 -1.185
H 0.679 -5.040 -3.082
H -1.738 2.674 -2.117
H 0.542 -3.551 -1.047
H -1.850 3.245 3.144
H 4.076 -0.715 -1.304
H -2.239 -0.328 3.258
H 1.861 -0.193 2.897
H -1.933 3.098 1.364
H 4.538 1.479 1.383
H -0.538 -7.149 -3.123
H -4.258 -0.512 -0.357
H -1.585 0.757 4.545
H 1.213 1.520 3.964
H -1.959 0.014 -3.593
H -1.941 -1.464 -2.596
H 0.800 0.809 -3.203
H 0.144 5.280 -1.946
H 1.814 5.254 -1.391
H -0.531 6.136 -0.011
H -2.168 -6.346 0.797
H -2.822 -0.948 0.593
H 0.345 4.969 0.868
H 3.424 -2.134 -0.454
H 0.537 -1.430 -3.759
H 2.937 2.280 1.245

16
Properties=species:S:1:pos:R:3 method="wB97M-V/def2-TZVPD" e_tot_ev=-9864.7860 multiplicity=2 charge=+1 fmax_ev_per_a=7.33 de_lowest_kj_mol=619.0
O 3.059 0.525 -1.496
O -3.604 0.100 0.072
N 2.367 0.202 0.736
C 1.259 -0.715 1.123
C 2.861 -0.181 -0.556
C -2.502 0.770 -0.560
C 0.039 -0.599 0.331
H 2.249 1.222 0.661
H 3.027 -1.283 -0.537
H -0.614 0.131 0.798
H -2.748 0.772 -1.616
H 1.241 -0.582 2.199
H -2.542 1.750 -0.058
H -3.887 -0.190 -0.810
H 0.175 -0.331 -0.722
H -0.380 -1.592 0.436

11
Properties=species:S:1:pos:R:3 method="wB97M-V/def2-TZVPD" e_tot_ev=-11646.6012 multiplicity=2 fmax_ev_per_a=5.24
Hg 2.801 -0.371 0.862
O 0.911 2.547 0.016
O 0.883 0.363 -0.395
C -0.610 0.140 -0.391
C 1.416 1.383 0.213
C -0.810 -1.271 0.054
Li -1.220 1.926 0.552
H -1.746 -1.355 0.629
H -0.917 -2.004 -0.768
H -0.885 0.273 -1.452
H 0.177 -1.630 0.681